Record 1
The following is a quantum chemistry calculation of a cluster of 3 separate species, C30H52BrClINO13S2 in total at a distorted geometry, from the Open Molecules 2025 dataset.

Element x y z (Å)
C 6.01027 -0.55664 1.49925
C 5.08505 0.54243 2.20700
I 4.40681 -0.23243 4.11100
C 4.00468 1.17118 1.26711
C 2.52195 0.60094 1.44572
C 2.49918 -0.99506 1.23813
O 1.88214 -1.34443 -0.00225
C 1.05263 -2.47927 0.08061
O 1.60956 -3.55236 -0.72049
C 0.83617 -4.71755 -0.30851
C 1.57606 -5.57957 0.77079
O 1.25488 -5.20810 2.12546
O 1.79071 1.17031 0.37205
C 0.40153 1.35926 0.52665
C -0.31183 0.75831 1.76007
O -0.20588 1.58955 2.97263
C -0.98397 0.89667 3.91786
C -2.41963 1.12905 4.06913
C -3.24865 0.39271 5.00801
C -2.60249 -0.63917 5.83270
C -1.17045 -0.89913 5.73231
C -0.39373 -0.12707 4.76898
C 0.09667 2.91606 0.27811
C -1.31804 3.39002 0.74932
C -2.56488 2.56839 0.33123
O -3.62893 2.86070 0.83946
C 1.11662 3.71699 1.25381
C 2.18418 4.53855 0.44156
O 3.13435 4.08551 -0.10238
Cl 1.95138 6.35360 0.28477
N 0.49576 3.36054 -1.07094
C -0.56037 3.19565 -2.09009
C -0.04111 3.11556 -3.57694
C -0.55221 1.75974 -4.21783
Br -2.54847 1.69460 -4.29654
H 5.48888 -1.06349 0.64983
H 6.92334 -0.06530 1.06005
H 6.29318 -1.35714 2.23218
H 5.80590 1.36896 2.45848
H 3.91370 2.25786 1.54742
H 4.26823 1.04400 0.18048
H 2.23289 0.90694 2.48095
H 1.96277 -1.39790 2.14643
H 3.52029 -1.44816 1.25510
H 0.91293 -2.89701 1.11009
H 0.02739 -2.17480 -0.29641
H 0.71584 -5.33538 -1.23628
H -0.18934 -4.40028 0.02332
H 2.68884 -5.55273 0.64433
H 1.20434 -6.63779 0.63543
H 2.08077 -5.02474 2.59957
H -0.08551 0.86238 -0.37329
H -1.42007 0.58183 1.62390
H 0.07852 -0.25472 2.07390
H -2.89086 1.90238 3.41615
H -4.34923 0.54622 5.10483
H -3.21236 -1.24308 6.54205
H -0.69235 -1.69492 6.35271
H 0.69778 -0.34396 4.67099
H -1.33036 3.50378 1.86840
H -1.46471 4.44153 0.36016
H -2.53739 1.73269 -0.42109
H 0.53773 4.50328 1.81901
H 1.56744 3.06722 2.03939
H 1.29957 2.83774 -1.42566
H -1.07335 2.20391 -1.88294
H -1.36221 3.98096 -1.98891
H -0.58741 3.91840 -4.14724
H 1.06181 3.23937 -3.69873
H -0.22764 1.66078 -5.28778
H -0.25412 0.86270 -3.62435
O -9.20438 4.03527 0.40083
S -9.21427 2.63829 0.07821
O -9.71778 1.65860 0.99526
O -7.74411 2.20181 -0.39146
C -6.63696 2.48893 0.47673
C -6.56168 1.50674 1.62982
C -10.01562 2.41595 -1.48059
H -6.68578 3.51896 0.83741
H -5.73477 2.40184 -0.12582
H -7.40608 1.63348 2.30970
H -5.64306 1.65540 2.19916
H -6.59287 0.47835 1.26407
H -9.59852 3.12239 -2.19492
H -11.07793 2.60683 -1.33791
H -9.86231 1.39042 -1.81112
O 3.55515 -2.73188 -5.60336
S 3.94472 -3.41048 -4.40055
O 4.99423 -2.90963 -3.56248
O 4.25180 -4.95015 -4.74908
C 5.18828 -5.23636 -5.79361
C 6.62156 -5.05610 -5.33008
C 2.51222 -3.69003 -3.40728
H 4.97851 -4.62664 -6.67593
H 5.03066 -6.27817 -6.07712
H 6.84012 -4.00619 -5.12970
H 7.31875 -5.40708 -6.09293
H 6.79988 -5.60594 -4.40418
H 1.73096 -4.12135 -4.03055
H 2.18926 -2.73121 -3.00938
H 2.77484 -4.35911 -2.59332

Values from the calculation:
structure (SMILES)	C[C@H](I)C[C@H](COCOCCO)O[C@@H](COc1ccccc1)[C@@](CC=O)(CC(=O)Cl)NCCCBr.CCOS(C)(=O)=O.CCOS(C)(=O)=O
E_LUMO	0.08	eV
charge	0

Record 2
The following is a quantum chemistry calculation of a cluster of 3 separate species, C3H14NO2 in total at a distorted geometry, from the Open Molecules 2025 dataset.

Element x y z (Å)
C 2.32760 1.32622 -1.57814
C 1.25761 0.44656 -0.92134
C 1.78617 -0.36403 0.23523
N 0.16495 1.33546 -0.40138
H 2.02093 1.64811 -2.57336
H 2.59530 2.14176 -0.89287
H 3.21292 0.70901 -1.73834
H 0.79740 -0.15686 -1.69330
H 1.94462 0.27099 1.11642
H 2.72965 -0.86258 0.00998
H 1.09153 -1.15636 0.52313
H 0.52581 2.03744 0.25443
H -0.24993 1.84368 -1.18769
H -0.58410 0.75664 0.05914
H -3.69889 -2.73327 1.41651
H -2.27865 -3.03047 1.86600
O -2.78099 -2.48446 1.24822
H -2.36200 0.57061 1.44241
H -2.10611 -0.90365 1.05851
O -1.82250 0.01767 0.86792

Values from the calculation:
E_LUMO	-2.89	eV
charge	+1

Listing E_HOMO for the structures above in their given order: -9.326 -15.604 eV.
Listing calculated total energy for the structures above in their given order: -172391.193 -8917.786 eV.
Listing energy above the lowest of the compared OMol25 structures with the same formula, charge and spin for the structures above in their given order: 0.0 0.0 kcal/mol.